1.
23
Properties=species:S:1:pos:R:3:forces:R:3:mulliken_spin:R:1 method="wB97M-V/def2-TZVPD" total_charge=-2 spin_multiplicity=3 lumo_energy_ev="5.26 / 5.10" e_above_lowest_kj_mol=30.41 gap_ev="4.751 / 4.719"
Br -0.38920 1.58495 2.80970 0.5 1.4 1.3 0.03
Ti -1.15645 -0.45513 1.82769 1.2 0.8 -1.3 1.88
Cl -0.06538 -2.33213 2.07834 1.1 -2.2 0.8 0.02
C 2.44560 1.38325 0.03258 -0.4 -0.7 -0.6 0.01
C 2.06751 -0.32803 -1.53546 0.4 1.8 1.6 0.00
C -2.72048 -1.03764 0.46707 -1.7 -0.5 -0.2 -0.01
C -1.75316 -1.21677 -0.57567 -1.6 0.5 -0.5 0.05
C -1.90653 0.99784 -0.17678 -1.0 1.8 -1.3 0.05
C -1.43026 0.06004 -1.08073 0.5 -1.0 0.9 -0.08
C 2.85172 0.13584 0.62923 -0.1 0.3 -1.4 -0.01
C 1.94072 1.12537 -1.29209 0.4 -2.0 0.6 0.00
C 2.65427 -0.90265 -0.34250 -0.6 0.5 -0.5 0.01
C -2.82521 0.39208 0.69856 -1.5 -0.8 0.3 -0.03
H -1.61915 -2.11324 -1.16448 0.4 -0.3 0.5 -0.01
H -0.94268 0.24626 -2.01882 0.6 0.1 0.2 -0.01
H 2.81041 -1.98811 -0.17630 -0.1 0.8 -0.1 0.00
H 2.42071 2.36490 0.53521 0.0 -0.6 -0.2 0.00
H 1.62741 -0.84207 -2.39565 0.3 0.0 0.3 0.00
H 1.37774 1.80266 -1.95332 0.5 -0.2 0.4 0.00
H -3.46947 0.89034 1.44805 0.6 -0.4 -0.6 0.05
H 3.24045 0.00864 1.64685 -0.2 0.0 -0.5 -0.01
H -3.32130 -1.84906 0.94964 0.6 0.9 -0.5 0.06
H -1.83729 2.07264 -0.41112 0.2 -0.6 0.7 0.00

---

2.
186
Properties=species:S:1:pos:R:3:forces:R:3:mulliken_charge:R:1 method="wB97M-V/def2-TZVPD" total_charge=-2 lumo_energy_ev=3.10 gap_ev=5.393
O -22.37916 -28.82177 17.45777 -1.8 -0.9 0.8 -0.41
O -24.20347 -26.29486 14.36720 1.6 -1.3 -0.6 -0.37
O -19.29942 -20.06837 9.25837 -0.4 0.6 0.2 -0.30
O -18.16859 -23.83385 17.98072 0.0 0.6 0.5 -0.59
O -11.95228 -30.33468 18.89738 -0.2 0.1 -1.6 -0.20
O -23.12400 -16.84438 16.30456 -0.1 0.2 -1.1 -0.35
O -19.44915 -25.50966 16.00184 -0.4 -0.2 0.4 -0.64
O -21.02168 -19.57713 13.79038 0.5 -0.2 -0.1 -0.44
O -10.82838 -19.01540 12.29425 0.9 1.1 0.2 -0.34
O -29.05584 -26.04369 14.28132 0.5 0.3 -0.8 -0.32
O -11.48564 -26.38451 16.48215 -0.7 -0.7 0.0 -0.21
O -24.70934 -33.05484 14.27140 0.0 -0.2 1.0 -0.35
O -16.69441 -17.90001 15.57668 0.0 0.1 1.2 -0.44
O -21.76409 -21.70395 16.44276 0.8 1.5 -1.1 -0.39
O -24.74220 -20.01246 18.29221 -0.7 -0.3 0.8 -0.19
O -15.55252 -21.86549 20.39489 0.6 0.1 -0.3 -0.35
O -22.48906 -17.00494 8.44831 0.1 0.4 0.3 -0.35
O -20.63658 -23.64240 15.60502 -0.2 -0.2 -0.8 -0.42
O -15.83952 -27.24268 18.96042 -0.5 1.0 -0.9 0.00
O -19.48808 -22.22470 17.04562 0.7 0.3 0.3 -0.60
O -22.85469 -19.72801 15.97518 0.6 -0.3 0.3 -0.32
O -20.07693 -21.37250 14.78405 0.3 -0.6 0.3 -0.62
N -20.16465 -17.50385 10.14119 0.1 -1.2 0.2 -0.31
N -24.50772 -17.20311 18.75978 -0.1 0.1 -0.6 -0.16
N -15.17451 -29.84343 20.60334 0.0 -1.0 -1.0 -0.28
N -13.72425 -23.78850 17.79558 -0.7 0.6 0.5 -0.40
N -21.92362 -30.61311 14.30747 -0.6 -0.6 -2.5 -0.44
N -26.72051 -27.59133 13.28070 0.7 1.1 0.0 -0.37
N -13.39082 -17.15178 14.13318 0.5 0.0 -0.5 -0.28
C -25.44201 -28.17901 13.67004 -0.1 -1.6 -2.0 -0.89
C -14.19785 -29.86097 19.51335 0.2 1.3 0.6 -0.14
C -23.16051 -31.25546 13.80905 -0.6 -1.9 2.7 -0.12
C -27.86110 -28.07102 14.00783 -0.3 -1.0 0.6 -0.47
C -23.73983 -32.23577 14.92544 0.4 0.6 -2.4 -0.67
C -22.29128 -15.88242 7.64697 0.7 0.4 -0.8 -0.76
C -18.11342 -20.40588 8.62827 0.6 -1.2 -0.7 -0.82
C -22.36078 -16.60697 15.13212 1.4 0.2 1.2 -0.60
C -15.27037 -22.23120 19.04851 -0.4 -0.7 -0.3 -0.39
C -12.92690 -30.61488 19.86823 -0.1 -0.4 -0.2 -0.56
C -22.15356 -29.44783 15.11098 -0.4 0.0 2.3 -0.29
C -21.13200 -16.48293 10.47958 -1.7 1.0 0.1 -0.37
C -15.83934 -17.21682 14.67811 -0.7 0.1 1.3 -0.55
C -13.21608 -25.13530 17.65610 0.2 -1.0 -1.3 -0.27
C -22.91217 -25.67307 14.37420 -0.6 2.0 0.5 -0.72
C -19.05810 -23.43688 17.27751 0.0 -1.0 -1.0 0.45
C -19.78708 -24.38340 16.25985 1.0 0.6 -0.2 0.83
C -16.91166 -26.89649 18.05594 -0.4 -1.6 0.3 -0.98
C -23.09303 -17.47993 18.61808 1.1 -1.1 -0.4 0.09
C -24.81167 -19.54920 19.62098 -0.1 0.7 -1.4 -0.87
C -10.63652 -26.48057 15.37509 0.3 0.6 -0.2 -0.76
C -25.26954 -18.07743 19.66353 2.0 0.1 1.4 -0.78
C -24.23998 -27.30007 13.33688 -1.0 0.9 1.5 -0.32
C -24.22726 -21.32911 18.25728 0.4 -0.1 -1.2 -0.67
C -14.63404 -23.63599 18.93469 0.4 0.1 0.9 0.09
C -21.98992 -20.52093 15.77870 -1.1 -0.8 0.4 0.67
C -25.31582 -33.89590 15.22265 -1.0 -0.8 -0.1 -0.75
C -10.69230 -19.47079 10.96943 -1.6 -1.1 0.6 -0.70
C -10.70383 -30.93133 19.05285 0.3 0.1 0.9 -0.77
C -22.54343 -16.65269 9.84041 0.1 -1.2 -0.7 -0.62
C -21.68091 -27.61062 17.55378 1.1 0.1 -0.9 -0.26
C -22.38892 -16.75767 17.47996 -0.8 1.4 0.6 -0.85
C -29.13755 -27.32226 13.67227 -0.2 0.3 0.9 -0.69
C -20.98017 -20.41968 14.64252 -0.3 0.6 0.0 -0.14
C -12.11070 -18.55186 12.63278 -1.2 -1.8 -0.4 -0.57
C -12.17361 -25.13952 16.53557 0.3 -0.4 0.6 -0.65
C -20.26553 -18.71662 10.98978 -1.0 0.6 -0.4 -0.49
C -12.09297 -17.82294 13.94318 -0.8 1.4 -0.3 -0.58
C -16.33560 -27.68831 20.19535 0.9 -0.2 0.2 -0.58
C -21.91180 -29.83207 16.62443 1.5 0.9 -2.3 -0.76
C -19.19634 -19.71332 10.62663 0.9 1.0 1.2 -0.54
C -29.90113 -25.77633 15.38037 0.8 -0.2 -0.7 -0.72
C -16.46591 -29.21160 20.33209 0.2 -0.5 0.9 -0.84
C -14.40266 -21.64898 21.19465 -0.7 0.0 0.4 -0.73
C -14.56578 -17.99610 14.31078 0.0 0.2 -1.9 -0.40
C -17.64005 -18.75609 14.99068 0.8 -1.4 -1.5 -0.58
B -25.83503 -21.45921 14.79300 0.0 0.2 -0.1 1.05
B -20.48036 -22.21182 15.93504 -1.2 -0.3 0.8 1.01
H -14.34480 -23.57489 17.01844 0.5 -0.2 -0.4 0.33
H -17.12097 -19.40599 14.26760 0.0 0.1 -0.2 0.34
H -19.22838 -20.56923 11.30340 -0.2 -0.3 -0.2 0.44
H -12.79888 -25.60156 18.54944 0.0 0.6 0.3 0.37
H -29.27382 -27.23170 12.59225 0.2 0.2 0.0 0.29
H -22.45483 -17.19154 19.47186 -0.3 -0.2 0.5 0.11
H -16.23405 -22.30958 18.54537 -0.1 0.3 0.1 0.17
H -13.69662 -20.88633 20.85244 -0.1 0.0 -0.6 0.29
H -20.74026 -27.82595 18.07148 0.1 0.5 0.1 0.31
H -21.45095 -27.15614 16.58340 0.2 -0.4 -0.1 -0.08
H -11.31033 -17.07905 13.77433 -0.1 0.2 0.6 0.35
H -18.32154 -20.75461 7.61171 -0.4 0.2 0.0 0.27
H -24.34817 -26.77604 12.38262 -0.2 -0.3 -0.3 0.37
H -22.89645 -31.95558 13.01802 0.0 0.3 -0.3 0.51
H -26.17636 -34.34930 14.72683 -0.2 0.2 0.1 0.28
H -17.36210 -19.61872 8.50363 -0.2 0.3 0.5 0.32
H -17.65324 -21.29562 9.07939 0.2 0.2 0.4 0.32
H -26.09292 -21.07857 15.85635 -0.3 0.2 1.7 -0.39
H -18.03155 -19.51517 15.66522 -0.2 0.7 0.6 0.16
H -23.78620 -19.63337 19.99678 -0.2 0.0 0.7 0.48
H -13.97415 -25.84862 17.30657 -0.3 0.0 0.3 0.00
H -27.96380 -29.15080 13.83291 -0.1 0.0 -0.5 0.35
H -22.58533 -25.48340 15.39583 -0.2 -0.2 0.1 0.00
H -24.96497 -17.77511 20.68286 -0.2 -0.2 0.4 0.36
H -13.85768 -22.57576 21.38082 0.1 0.0 0.1 0.30
H -11.40327 -24.38726 16.72664 -0.3 0.5 -0.3 0.41
H -21.91021 -15.60251 15.12189 -0.4 0.4 0.1 0.45
H -21.52732 -28.59062 14.86823 0.0 -0.1 -0.3 0.65
H -21.47122 -15.22369 7.96362 -0.1 -0.1 0.5 0.30
H -16.60049 -26.43340 17.12462 0.5 0.2 0.3 0.29
H -13.36846 -16.23833 14.54697 -0.1 -0.2 0.4 0.22
H -12.62079 -17.98950 11.84120 0.6 0.7 0.0 0.39
H -23.03398 -17.51551 10.29553 0.3 -0.2 0.1 0.26
H -22.87820 -16.74303 14.18961 -0.5 -0.4 0.3 0.24
H -15.41734 -24.40130 18.92881 -0.2 0.1 0.0 -0.05
H -12.74795 -24.98582 15.61694 0.4 0.3 -0.3 0.28
H -23.07062 -24.68019 13.94441 0.3 0.1 -0.1 0.48
H -14.29267 -18.89049 14.87711 -0.6 0.2 0.8 0.40
H -22.26396 -26.82177 18.02628 -0.2 -0.5 0.5 0.29
H -21.58643 -30.37503 13.37752 1.0 0.6 0.6 0.34
H -23.29959 -15.87025 9.96023 0.6 0.6 0.2 0.49
H -21.46506 -17.23077 15.20909 -0.1 -0.5 -0.6 0.08
H -17.36131 -27.86229 17.80076 -0.3 0.1 -0.4 0.37
H -15.56139 -16.28849 15.18740 0.1 0.0 0.1 0.29
H -29.57264 -24.78246 15.68035 -0.5 0.1 0.2 0.26
H -25.60029 -22.59270 14.70811 0.2 -1.8 0.1 -0.47
H -24.89317 -20.87838 14.44531 1.3 0.9 -0.6 -0.51
H -17.70536 -26.30179 18.50720 0.3 0.3 0.2 0.31
H -24.62974 -21.99436 19.02717 -0.2 0.1 0.1 0.42
H -20.71345 -15.47506 10.41410 0.1 0.0 -1.0 0.46
H -16.97757 -29.77936 19.55174 0.2 0.5 -0.5 0.31
H -14.69881 -21.44402 18.54926 0.4 -0.1 0.0 0.32
H -15.49670 -27.49276 20.87239 -0.3 0.3 0.3 0.24
H -10.71181 -32.02349 18.98634 -0.2 -0.1 -0.2 0.30
H -9.86167 -25.71051 15.48070 0.2 0.0 -0.3 0.29
H -10.27728 -30.68364 20.03628 -0.1 0.0 0.2 0.30
H -13.29984 -31.64960 19.83765 1.0 -0.3 0.5 0.28
H -23.20585 -29.14486 15.12847 0.0 0.2 -0.4 -0.02
H -22.91565 -32.90334 15.19023 0.1 0.4 0.7 0.34
H -26.34965 -17.95408 19.72047 -0.1 0.1 -1.1 0.37
H -21.45534 -16.39270 11.52510 0.7 -1.0 0.4 -0.12
H -11.25855 -18.85176 10.26577 0.4 0.3 -0.1 0.30
H -18.43172 -18.29144 14.39584 -0.1 0.4 0.4 0.30
H -9.99949 -30.51377 18.33660 -0.3 0.0 -0.3 0.23
H -25.62516 -33.39537 16.14585 -0.2 0.5 -0.3 0.30
H -11.84767 -18.43636 14.81110 0.2 -0.4 -0.1 0.28
H -12.81040 -19.40346 12.69074 0.2 -0.3 0.2 0.35
H -30.05135 -27.77398 14.07612 0.2 -0.6 -0.1 0.46
H -23.97030 -30.58458 13.52267 0.2 0.2 -0.2 -0.20
H -23.18677 -15.26062 7.53349 -0.1 -0.1 0.1 0.30
H -22.32692 -30.83526 16.71893 -0.8 0.4 0.9 0.30
H -22.86621 -18.52640 18.40631 -0.7 -0.1 0.2 -0.06
H -27.72907 -28.05515 15.10195 0.1 0.4 0.1 0.30
H -14.06506 -23.80813 19.85263 0.1 -0.1 -0.1 0.09
H -12.38995 -30.30656 20.77631 -1.0 -0.3 0.7 0.36
H -9.65436 -19.62222 10.68983 0.1 0.3 0.2 0.23
H -24.23566 -31.68828 15.72892 0.4 -0.1 0.3 0.44
H -11.14049 -26.33012 14.41306 -0.3 0.2 0.1 0.30
H -29.71278 -26.47123 16.20681 -0.2 -0.1 0.0 0.29
H -14.68146 -30.31333 18.64686 0.1 -0.2 -0.1 0.12
H -20.83414 -30.01787 16.72932 0.2 0.3 0.2 0.31
H -21.33948 -17.06656 17.40771 -0.1 -0.5 -0.2 0.34
H -14.82415 -29.77355 21.54172 0.1 0.4 0.0 0.26
H -17.20205 -27.10132 20.51467 -0.2 -0.2 -0.1 0.59
H -30.93226 -25.82561 15.01578 -0.2 0.2 0.5 0.29
H -20.29503 -17.92843 9.22592 -0.3 1.1 -0.4 0.36
H -10.15188 -27.45236 15.28857 -0.1 -0.1 0.5 0.23
H -22.31485 -15.71065 17.83901 0.0 0.3 -0.5 0.45
H -26.74754 -21.16827 14.13504 -1.3 0.3 -1.2 -0.25
H -24.54896 -16.23520 19.05499 -0.5 0.0 0.0 0.27
H -14.81961 -18.38609 13.31601 0.2 -0.3 0.0 0.19
H -21.20864 -19.25939 10.83479 -0.3 0.4 0.3 0.19
H -17.08722 -29.45044 21.20161 0.0 0.3 0.1 0.36
H -24.77388 -34.76687 15.61901 0.9 0.2 -0.5 0.29
H -20.24225 -18.28488 11.98627 0.3 -1.0 0.4 0.43
H -25.45503 -28.66395 14.65306 0.3 0.8 0.4 0.36
H -11.21505 -20.44040 10.98133 0.3 -0.2 -0.6 0.29
H -23.29269 -27.83812 13.32392 -0.1 -0.3 0.0 0.46
H -25.54515 -20.11536 20.20650 0.3 -0.3 0.2 0.41
H -14.81216 -21.27184 22.13203 0.2 -0.2 0.2 0.26
H -25.34674 -29.05528 13.00661 0.2 -0.1 0.0 0.14
H -24.43473 -21.72570 17.26149 -0.5 0.0 0.1 0.13
H -22.05084 -26.10662 13.86013 -0.5 -0.8 -0.2 0.37
H -26.59253 -26.58708 13.37683 -0.6 0.1 0.2 0.36
H -16.53234 -16.91156 13.88786 0.9 -0.1 -0.8 0.32
H -23.13287 -21.34443 18.26202 0.0 0.2 0.7 0.13
H -21.94873 -16.20060 6.65851 -0.4 -0.2 0.0 0.27
H -18.27794 -19.17278 10.89560 0.5 -0.3 -0.7 0.25
H -13.86732 -28.86990 19.18169 -0.3 0.2 0.1 0.09

---

3.
21
Properties=species:S:1:pos:R:3:forces:R:3:mulliken_charge:R:1 method="wB97M-V/def2-TZVPD" total_charge=+1 lumo_energy_ev=-7.91 e_above_lowest_kj_mol=794.66 gap_ev=5.476
S -2.68531 -0.68695 -0.47986 -1.5 -0.5 3.5 -0.27
O 3.94860 -2.13633 1.02124 0.2 0.2 0.1 -0.62
N 1.14516 -0.04104 -0.42240 -2.9 1.6 -1.3 -0.49
C -1.67535 -0.56387 1.26787 -0.4 0.3 -2.8 -0.65
C -0.79291 0.68043 0.93302 -1.5 0.2 0.3 -0.81
C -0.16238 2.01119 -1.27609 -1.2 -0.7 2.7 -1.09
C -0.20646 0.65984 -0.50062 5.2 -0.3 -0.1 0.51
H 1.02879 -1.03971 -0.40386 -0.1 -0.5 1.0 0.28
H 0.38230 1.91970 -2.20143 0.5 0.3 0.1 0.44
H 1.61902 0.06967 -1.31361 0.3 0.5 0.1 0.32
H 0.00870 0.94152 1.67990 -0.6 -0.6 -1.0 0.37
H 4.80417 -1.71204 0.96738 0.5 0.3 -1.0 0.32
H -3.47026 -1.72868 -0.04182 0.5 0.3 -0.6 0.25
H -1.50267 1.53238 0.92463 0.3 -0.4 0.1 0.39
H 3.98255 -2.24227 1.96651 -0.8 -0.5 0.9 0.31
H -0.57134 -0.63365 -2.47216 -0.5 1.3 1.7 0.44
H -2.40307 -0.44904 2.05318 -0.1 0.4 0.2 0.44
H 0.16030 2.72637 -0.43587 0.2 -0.6 -1.7 0.32
H -1.18597 -0.07014 -1.08900 1.0 -1.5 -2.4 -0.18
H -1.22657 -1.55393 1.32078 0.4 0.3 0.1 0.38
H -1.19730 2.31654 -1.49779 0.3 -0.1 0.0 0.33

---

Number 1: maximum force 2.537 eV/A. Number 2: maximum force 3.336 eV/A. Number 3: maximum force 5.243 eV/A.